C36H31FN2OPdS2Te | ωB97M-V/def2-TZVPD

For the energy above the lowest of the compared OMol25 structures with the same formula, charge and spin, the calculation gives 5.6 kJ/mol. For the energy, the calculation gives -78025.68505 eV. The spin multiplicity is 2. For the LUMO energy (spin up / spin down), the calculation gives 2.26 / 1.39 eV. As for the net charge: -1. Its frontier orbital gap (spin up / spin down) is 7.009 / 6.152 eV.

Last column: Mulliken charge in e.
Cartesian coordinates (Å):
Te (-1.148, -0.673, 1.453)  0.648
Pd (0.425, 1.979, 0.180)  0.347
S (2.031, 3.443, 3.126)  -0.443
S (4.153, 4.468, 1.295)  -0.315
F (-2.267, 7.264, -1.223)  -0.371
O (-0.678, 0.894, -2.595)  -0.756
N (2.156, 3.090, 0.446)  0.305
N (-1.252, 1.033, -0.391)  -0.979
C (1.381, -1.310, -0.232)  1.031
C (-0.074, -3.176, 3.002)  1.563
C (-2.886, -3.278, 0.415)  -1.045
C (-1.748, -5.026, 1.783)  -1.284
C (4.693, 4.030, -2.711)  -0.485
C (4.973, 4.452, -1.421)  -0.426
C (2.935, 3.368, -0.670)  -0.348
C (3.586, -0.389, 0.209)  -0.779
C (0.000, -4.530, 3.317)  -0.963
C (-1.578, 5.112, -1.906)  -0.795
C (-2.557, -1.195, -2.965)  -0.370
C (2.727, -1.196, -0.537)  -0.673
C (0.507, -2.236, -1.026)  -1.174
C (4.088, 4.115, -0.406)  0.434
C (-4.872, -0.993, -1.453)  -0.689
C (-0.452, 3.673, -0.327)  0.166
C (3.103, 0.319, 1.287)  -0.454
C (-1.852, -3.682, 1.435)  1.019
C (1.747, 0.231, 1.612)  -0.528
C (2.642, 3.586, 1.572)  -0.175
C (0.863, -2.232, 3.708)  -1.784
C (-3.642, -2.012, -3.249)  -0.560
C (0.886, -0.565, 0.859)  -0.078
C (-0.824, -5.471, 2.716)  0.736
C (-0.544, 4.672, 0.635)  -0.172
C (-1.410, 0.583, -1.636)  0.592
C (-1.002, -2.749, 2.041)  -0.378
C (-3.778, -0.193, -1.158)  -0.071
C (-0.969, 3.899, -1.599)  0.083
C (-2.611, -0.293, -1.909)  0.332
C (-0.724, -6.927, 3.085)  -1.526
C (-1.665, 6.077, -0.926)  0.456
C (2.660, 2.944, -1.969)  -0.125
C (3.546, 3.283, -2.978)  -0.901
C (-1.161, 5.885, 0.342)  -0.745
C (-4.803, -1.912, -2.493)  -0.435
H (1.382, 0.776, 2.476)  0.456
H (5.862, 5.032, -1.207)  0.382
H (0.390, -1.269, 3.904)  0.305
H (0.302, -7.288, 2.986)  0.347
H (4.631, -0.318, -0.068)  0.386
H (1.025, -2.577, -1.922)  0.447
H (-0.416, -1.747, -1.332)  -0.192
H (-3.441, -4.149, 0.065)  0.420
H (1.752, -2.035, 3.105)  0.267
H (-5.780, -0.904, -0.869)  0.410
H (3.116, -1.750, -1.384)  0.391
H (-3.815, 0.529, -0.353)  0.493
H (-1.981, 5.307, -2.892)  0.439
H (-0.897, 3.130, -2.356)  0.366
H (1.189, -2.659, 4.656)  0.493
H (5.370, 4.285, -3.517)  0.356
H (1.767, 2.362, -2.172)  0.650
H (-2.434, -2.788, -0.450)  -0.054
H (-0.125, 4.517, 1.623)  0.255
H (-2.410, -5.743, 1.307)  0.252
H (-1.241, 6.671, 1.082)  0.429
H (-5.655, -2.544, -2.718)  0.391
H (-1.652, -1.238, -3.557)  0.398
H (-1.028, -7.091, 4.121)  0.321
H (0.723, -4.853, 4.060)  0.380
H (3.742, 0.961, 1.881)  0.552
H (-3.586, -2.720, -4.066)  0.388
H (-3.603, -2.570, 0.832)  0.370
H (0.233, -3.111, -0.429)  0.265
H (3.339, 2.962, -3.991)  0.408
H (-1.361, -7.539, 2.447)  0.344

=====

C2H9N4S | ωB97M-V/def2-TZVPD

For the energy above the lowest of the compared OMol25 structures with the same formula, charge and spin, the calculation gives 222.7 kJ/mol. For the energy, the calculation gives -19006.80337 eV. For the LUMO energy, the calculation gives -3.95 eV. As for the net charge: +1. Its frontier orbital gap is 8.962 eV.

Last column: natural (NBO) charge in e.
Cartesian coordinates (Å):
S (2.172, 1.147, 0.887)  0.079
N (-0.154, -0.201, 0.677)  -0.643
N (1.695, -1.343, -0.092)  -0.817
N (-1.347, 1.209, -0.751)  -0.782
N (-2.369, 0.136, 1.011)  -0.768
C (-1.268, 0.432, 0.331)  0.683
C (1.123, -0.064, 0.049)  0.166
H (1.061, -1.970, -0.433)  0.391
H (-2.368, -0.700, 1.674)  0.437
H (0.885, 0.636, -1.640)  -0.036
H (-0.555, 1.133, -1.434)  0.436
H (2.694, -1.364, -0.241)  0.424
H (1.362, 0.880, 2.033)  0.138
H (-3.227, 0.538, 0.593)  0.431
H (-2.262, 1.700, -0.995)  0.435
H (-0.284, -0.801, 1.495)  0.428

=====

C30H90N18O12 | ωB97M-V/def2-TZVPD

For the energy above the lowest of the compared OMol25 structures with the same formula, charge and spin, the calculation gives 129.5 kJ/mol. For the energy, the calculation gives -83950.42999 eV. The spin multiplicity is 2. For the LUMO energy (spin up / spin down), the calculation gives -2.24 / -7.63 eV. As for the net charge: +1. Its frontier orbital gap (spin up / spin down) is 7.360 / 1.969 eV.

Last column: Mulliken charge in e.
Cartesian coordinates (Å):
O (-5.358, -1.721, -1.433)  -0.373
O (0.977, -5.385, 3.076)  -0.585
O (1.893, 1.523, 2.904)  -0.606
O (0.044, -2.924, 6.757)  -0.734
O (1.318, -0.073, -4.548)  -0.720
O (1.706, 7.705, -1.005)  -0.356
O (-3.701, 1.433, -5.208)  -0.719
O (-0.040, -1.034, -1.368)  0.290
O (-1.009, -5.235, -0.676)  -0.518
O (5.395, -1.589, 4.625)  -0.440
O (-6.884, 3.446, -3.065)  -0.257
O (4.078, 1.079, -1.098)  -0.344
N (1.203, -3.164, 4.898)  0.281
N (0.089, 0.299, 3.341)  0.049
N (0.241, 2.017, 4.347)  -0.430
N (4.193, 4.038, -0.996)  -0.304
N (2.462, -6.305, 4.469)  -0.407
N (-0.945, -6.945, 0.696)  -0.339
N (-0.501, 5.757, -0.497)  -0.692
N (-0.453, -2.391, 2.037)  -0.599
N (8.839, -2.171, 3.839)  -0.702
N (-4.050, 3.714, -3.856)  -0.853
N (-0.208, -4.761, 5.493)  -0.268
N (1.273, -2.176, -3.888)  -0.256
N (-1.920, -7.166, -1.272)  -0.491
N (-7.999, -2.520, -1.916)  -0.763
N (2.225, -1.770, -5.707)  -0.448
N (-2.883, -0.593, -4.870)  -0.328
N (-1.490, 1.030, -5.300)  -0.262
N (2.906, -6.185, 2.441)  -0.359
C (-0.726, 0.144, -1.807)  -0.824
C (1.526, 6.566, -1.793)  -0.903
C (0.279, -3.548, 5.732)  0.386
C (-4.036, -1.284, -1.056)  -0.685
C (4.625, 3.178, 0.069)  0.392
C (-4.602, 2.951, -2.775)  0.997
C (1.589, -1.245, -4.687)  0.671
C (3.918, 1.814, 0.127)  -0.172
C (1.330, -3.032, 0.701)  -1.096
C (-1.306, -6.339, -0.424)  0.558
C (2.003, -5.903, 3.269)  0.644
C (4.413, 3.977, 1.358)  -1.512
C (7.672, -1.867, 4.684)  0.512
C (-3.432, 2.889, -1.781)  -1.260
C (4.156, -1.630, 3.952)  -0.377
C (6.444, -1.982, 3.832)  -0.608
C (0.824, 1.285, 3.450)  0.565
C (0.308, -1.891, 0.894)  0.691
C (-0.640, -1.680, -0.306)  -1.468
C (-6.447, -1.248, -0.590)  -0.646
C (2.385, 8.730, -1.716)  -0.776
C (0.682, 4.142, -1.860)  -0.614
C (-5.849, 3.636, -2.178)  -1.077
C (3.072, 1.296, -2.040)  -0.337
C (0.881, 5.401, -0.934)  0.675
C (-9.089, -0.824, -0.693)  -1.570
C (-8.150, 3.987, -2.720)  -0.757
C (-2.732, 0.657, -5.166)  0.759
C (7.826, -0.528, 5.358)  -1.458
C (-7.807, -1.177, -1.442)  0.560
H (0.924, -1.878, -2.988)  0.136
H (-1.731, -0.010, -2.200)  -0.081
H (1.906, -2.982, -0.223)  0.300
H (-8.559, 3.345, -1.940)  0.238
H (-1.314, -7.867, 0.883)  0.192
H (-0.585, -6.326, 1.408)  0.162
H (5.169, 4.759, 1.424)  0.490
H (-8.073, 5.028, -2.406)  0.321
H (2.777, -5.947, 1.468)  0.235
H (2.526, 9.530, -0.989)  0.260
H (8.114, 0.251, 4.652)  0.318
H (-2.343, -6.701, -2.062)  0.251
H (6.520, -1.332, 2.960)  0.187
H (-0.952, -5.143, 6.060)  0.179
H (8.550, -1.678, 3.006)  0.292
H (6.975, -0.310, 6.003)  0.367
H (0.396, 4.540, -2.833)  0.390
H (3.480, 2.114, -2.633)  0.358
H (-2.538, 2.485, -2.257)  -0.176
H (-0.131, 0.897, -2.324)  0.510
H (-9.960, -0.740, -1.343)  0.394
H (-4.866, 3.996, -4.378)  0.324
H (1.872, -6.184, 5.279)  0.234
H (-0.607, -3.372, 1.853)  0.209
H (-1.366, -1.960, 2.042)  0.187
H (2.272, -1.289, -6.593)  0.275
H (1.335, -3.127, -4.224)  0.232
H (-9.303, -1.520, 0.118)  0.377
H (-0.817, -2.665, -0.740)  0.518
H (6.302, -3.017, 3.520)  0.320
H (3.856, -2.606, 3.569)  0.278
H (-0.681, 4.975, 0.117)  0.269
H (-2.104, -1.183, -5.126)  0.140
H (4.278, 5.016, -0.760)  0.289
H (-4.906, 1.957, -3.103)  0.243
H (3.465, 4.502, 1.478)  0.333
H (2.265, -2.779, -5.695)  0.119
H (-1.632, -1.391, 0.040)  -0.062
H (-3.739, -1.560, -0.045)  0.433
H (1.811, 9.212, -2.506)  0.298
H (4.768, 3.881, -1.812)  0.304
H (-6.219, -0.282, -0.140)  0.374
H (2.484, 6.346, -2.264)  0.404
H (-3.500, 3.109, -4.448)  0.189
H (-0.487, 6.582, 0.085)  0.278
H (-3.938, -0.198, -1.057)  0.115
H (8.563, -0.549, 6.160)  0.397
H (1.070, -3.526, 3.964)  -0.201
H (4.045, -0.929, 3.125)  0.150
H (-3.264, -1.728, -1.684)  0.348
H (-3.234, 3.910, -1.454)  0.574
H (-7.838, -0.455, -2.257)  0.213
H (-1.445, 1.984, -5.629)  0.195
H (-3.598, 2.290, -0.886)  0.371
H (0.885, 6.829, -2.635)  0.413
H (-7.185, -2.654, -2.498)  0.281
H (-0.932, 0.713, -0.901)  0.508
H (-8.741, -2.550, -2.601)  0.271
H (9.627, -1.640, 4.181)  0.306
H (2.068, -3.173, 1.491)  -0.093
H (0.714, -3.922, 0.575)  0.248
H (3.403, -6.581, 4.710)  0.137
H (4.510, 3.311, 2.215)  0.364
H (-8.653, 3.973, -3.687)  0.244
H (-3.705, -0.972, -4.422)  0.188
H (-2.272, -8.047, -0.923)  0.166
H (3.804, -6.468, 2.805)  0.169
H (0.817, -0.988, 1.231)  0.307
H (4.554, 1.295, 0.844)  0.278
H (3.555, -1.183, 4.743)  0.208
H (-5.684, 4.644, -1.797)  0.436
H (0.160, -0.525, 2.761)  0.298
H (0.008, -5.185, 4.602)  0.279
H (2.056, 1.311, -1.647)  0.283
H (1.525, 5.049, -0.128)  -0.022
H (-0.037, 3.416, -1.480)  0.119
H (3.359, 8.321, -1.984)  0.336
H (-0.676, 0.434, -5.324)  0.084
H (-9.042, 0.185, -0.283)  0.347
H (-6.494, -1.889, 0.291)  0.366
H (5.706, 3.057, 0.012)  0.271
H (2.883, 1.860, 0.464)  0.225
H (-0.720, 1.809, 4.578)  0.173
H (3.173, 0.425, -2.688)  0.011
H (1.679, -2.274, 4.933)  0.091
H (0.779, 2.847, 4.553)  0.259
H (7.526, -2.569, 5.505)  0.218
H (-0.749, 0.496, 3.869)  0.130
H (-6.093, 3.044, -1.296)  0.359
H (1.679, 3.712, -1.961)  -0.045

=====

C17H21BBeN6O3S | ωB97M-V/def2-TZVPD

For the energy, the calculation gives -44971.20627 eV. For the LUMO energy, the calculation gives 0.68 eV. Its frontier orbital gap is 9.588 eV.

Last column: natural (NBO) charge in e.
Cartesian coordinates (Å):
S (0.182, 1.167, 1.422)  2.369
O (0.818, 2.392, 0.983)  -0.967
O (0.451, 0.041, 0.386)  -1.180
O (-1.214, 1.192, 1.793)  -0.942
N (-1.484, -1.399, -0.841)  -0.545
N (-1.488, 1.176, -1.377)  -0.562
N (-0.237, -0.568, -3.246)  -0.364
N (-2.452, 0.954, -2.341)  -0.296
N (-1.489, -0.685, -3.817)  -0.343
N (-2.434, -1.617, -1.813)  -0.286
C (-0.069, -1.046, -5.457)  -0.366
C (-1.541, -2.436, 0.022)  0.012
C (0.626, -0.790, -4.249)  -0.030
C (-1.577, 2.471, -1.006)  0.020
C (2.725, 1.090, 4.546)  -0.217
C (-2.971, -2.840, -1.644)  0.023
C (-2.430, -3.397, -0.479)  -0.349
C (3.050, 1.204, -1.046)  -0.866
C (-1.422, -0.984, -5.125)  -0.015
C (-3.064, 2.121, -2.638)  0.023
C (1.525, -0.988, 4.542)  -0.206
C (0.847, -0.609, 3.382)  -0.200
C (1.132, 0.628, 2.814)  -0.271
C (-2.540, 3.105, -1.798)  -0.350
C (2.460, -0.141, 5.150)  -0.001
C (2.073, 1.491, 3.386)  -0.185
C (3.193, -0.492, 6.419)  -0.634
B (-2.680, -0.497, -2.862)  0.550
Be (-0.521, -0.051, -0.828)  1.703
H (1.312, -1.959, 4.987)  0.212
H (0.344, -1.242, -6.428)  0.226
H (4.276, -0.478, 6.250)  0.224
H (3.956, 1.078, -0.434)  0.209
H (-2.330, -1.117, -5.699)  0.221
H (3.453, 1.758, 4.997)  0.213
H (2.936, -1.482, 6.798)  0.217
H (2.532, 2.125, -0.751)  0.233
H (-3.716, -3.199, -2.337)  0.231
H (-3.818, 2.181, -3.418)  0.231
H (0.107, -1.266, 2.926)  0.222
H (2.285, 2.452, 2.925)  0.246
H (2.338, 0.386, -0.848)  0.218
H (-0.978, -2.420, 0.949)  0.229
H (-2.661, -4.345, -0.024)  0.237
H (1.695, -0.763, -4.083)  0.214
H (-3.745, -0.620, -3.351)  -0.030
H (3.343, 1.228, -2.106)  0.203
H (-2.812, 4.138, -1.701)  0.236
H (-1.009, 2.834, -0.166)  0.258
H (3.022, 0.219, 7.237)  0.225

=====

C6H13NO3 | ωB97M-V/def2-TZVPD

For the energy above the lowest of the compared OMol25 structures with the same formula, charge and spin, the calculation gives 369.3 kJ/mol. Its SMILES is CC[C@H](C=O)CNC=O.O. For the energy, the calculation gives -14062.80211 eV. For the LUMO energy, the calculation gives 0.06 eV. Its frontier orbital gap is 8.999 eV.

Last column: natural (NBO) charge in e.
Cartesian coordinates (Å):
O (2.714, -0.642, 0.664)  -0.974
O (0.827, -1.362, 2.548)  -0.649
O (1.029, 1.965, -0.152)  -0.533
N (-1.186, -0.809, 1.627)  -0.600
C (-0.787, -0.714, 0.238)  -0.250
C (0.382, -0.033, -2.528)  -0.615
C (0.031, 1.696, 0.549)  0.334
C (-0.660, 0.708, -0.318)  -0.229
C (-0.386, -1.176, 2.633)  0.535
C (-0.698, 0.795, -1.836)  -0.406
H (0.362, 0.143, -3.611)  0.214
H (0.164, -1.246, 0.118)  0.253
H (2.823, 0.313, 0.710)  0.467
H (-1.530, -1.257, -0.362)  0.206
H (1.387, 0.221, -2.161)  0.235
H (-0.912, -1.250, 3.602)  0.127
H (-1.570, 1.440, 0.101)  0.181
H (0.238, -1.110, -2.361)  0.199
H (0.164, 1.467, 1.624)  0.182
H (-2.153, -0.618, 1.857)  0.401
H (2.060, -0.844, 1.359)  0.489
H (-1.692, 0.463, -2.173)  0.203
H (-0.607, 1.851, -2.126)  0.228